Computed, not measured: 15 unconnected molecules or ions with the total composition C75H66Cl6N12O24, with ωB97M-V with the def2-TZVPD basis set.

Geometry as XYZ:
```
183
Properties=species:S:1:pos:R:3:forces:R:3
C 9.619 -17.429 15.254 1.26 0.67 0.01
C 10.460 -18.174 14.398 -1.08 0.96 0.34
C 10.119 -19.453 14.061 -0.67 0.78 0.83
C 8.995 -19.946 14.667 -0.05 -2.07 0.19
C 8.251 -19.308 15.621 -0.23 0.17 0.45
C 8.581 -17.981 15.946 -0.52 -1.54 -1.12
N 8.753 -21.423 14.382 -0.65 -0.27 0.50
O 8.714 -21.795 13.225 0.23 0.50 0.39
O 8.606 -22.184 15.341 0.08 0.93 -0.54
H 9.813 -16.377 15.445 0.32 -0.15 -0.16
H 11.288 -17.689 13.952 0.75 0.32 -0.33
H 10.648 -20.084 13.425 1.01 -0.69 -1.10
H 7.443 -19.848 16.089 -0.20 0.03 0.16
H 7.970 -17.409 16.602 -0.28 0.27 0.48
C 0.957 -14.564 18.129 -0.63 0.51 -1.02
C 1.888 -15.401 17.542 1.24 0.53 0.04
C 2.177 -15.427 16.176 -1.11 0.58 -0.12
C 1.372 -14.653 15.325 0.63 0.30 0.33
C 0.362 -13.851 15.862 0.50 -0.57 0.24
C 0.163 -13.806 17.244 0.70 -0.99 -0.41
N 1.730 -14.490 13.855 -0.02 -1.16 1.27
O 1.221 -13.587 13.259 -0.59 0.93 -0.38
O 2.505 -15.288 13.379 0.25 -0.21 0.20
H 0.897 -14.495 19.217 -0.23 -0.05 -0.38
H 2.613 -15.876 18.183 -0.23 -0.45 0.19
H 3.011 -16.024 15.859 0.07 -0.05 -0.50
H -0.265 -13.245 15.234 0.02 0.07 -0.29
H -0.645 -13.190 17.527 -0.60 0.62 0.84
C -0.086 -21.696 22.368 0.72 0.35 -0.36
C -0.726 -20.762 21.567 0.32 -0.88 -0.33
C -0.596 -20.849 20.179 -1.26 1.20 -0.30
C 0.160 -21.842 19.580 -0.83 -0.33 0.32
C 0.849 -22.715 20.397 0.90 0.27 0.29
C 0.801 -22.585 21.786 -0.50 -0.56 -0.43
N 0.070 -22.107 18.102 1.40 0.11 0.06
O 0.833 -22.949 17.627 -0.71 0.47 0.76
O -0.681 -21.431 17.433 -0.22 0.01 0.43
H -0.194 -21.678 23.433 -0.12 0.07 0.46
H -1.372 -20.047 22.039 -0.20 0.38 -0.16
H -1.192 -20.121 19.607 0.50 -0.58 -0.08
H 1.531 -23.425 19.988 0.11 -0.55 -0.44
H 1.366 -23.286 22.396 -0.03 0.13 -0.10
C 9.039 -25.183 16.616 -1.39 0.24 1.93
C 9.390 -25.214 17.983 -0.06 -0.37 -1.19
C 8.537 -25.745 18.936 -0.76 -0.43 -0.15
C 7.272 -26.155 18.516 -0.19 0.00 0.07
C 6.813 -25.922 17.215 -0.19 -1.37 0.97
C 7.716 -25.470 16.283 0.61 0.29 -1.27
N 6.373 -26.906 19.493 0.36 0.14 -2.66
O 6.371 -26.500 20.619 -0.18 -0.29 1.07
O 5.714 -27.832 19.014 0.53 0.98 0.92
H 9.667 -24.836 15.838 0.81 0.27 -0.34
H 10.360 -24.905 18.288 0.69 0.16 0.15
H 8.863 -25.931 19.953 -0.10 0.21 -0.04
H 5.823 -26.295 16.957 0.17 0.31 -0.11
H 7.459 -25.354 15.221 -0.25 -0.14 0.64
C 9.204 -21.600 20.135 -0.70 -1.25 -0.73
C 9.252 -20.885 18.938 -0.20 0.42 -0.33
C 10.364 -21.005 18.118 1.14 -0.04 0.18
C 11.411 -21.829 18.510 0.50 -0.46 -0.15
C 11.335 -22.622 19.644 0.09 -0.25 0.17
C 10.190 -22.567 20.414 -0.36 1.51 0.19
N 12.655 -21.975 17.630 -1.64 0.95 -0.54
O 12.735 -21.249 16.654 -0.25 0.21 0.29
O 13.446 -22.831 17.886 0.64 -0.86 0.77
H 8.286 -21.619 20.726 0.52 0.30 -0.05
H 8.433 -20.236 18.564 0.52 -0.45 0.67
H 10.530 -20.424 17.230 -0.34 0.13 -0.36
H 12.132 -23.278 19.969 0.13 0.02 -0.41
H 10.094 -23.163 21.305 0.02 -0.18 0.09
C 2.696 -25.767 20.584 -0.16 0.65 0.40
C 1.646 -26.316 19.840 1.83 0.53 0.31
C 1.697 -26.292 18.479 0.00 -0.27 -0.19
C 2.731 -25.613 17.847 -0.62 -0.36 -0.02
C 3.755 -25.048 18.550 0.10 0.94 1.00
C 3.736 -25.123 19.966 -0.45 -0.31 -2.19
N 2.646 -25.526 16.388 0.87 0.55 -0.91
O 3.329 -24.659 15.811 -0.92 -1.19 0.90
O 1.931 -26.336 15.827 0.42 0.54 -0.01
H 2.689 -25.702 21.666 -0.26 -0.49 0.06
H 0.881 -26.805 20.342 -1.41 -0.83 0.73
H 0.970 -26.855 17.931 -0.31 0.17 -0.45
H 4.491 -24.416 18.074 0.12 -0.24 -0.22
H 4.531 -24.659 20.479 0.68 0.37 0.74
C 5.816 -18.383 23.270 0.14 0.94 0.97
C 5.269 -17.457 24.188 0.95 -0.82 -0.70
C 6.170 -16.795 25.038 -0.49 0.42 0.14
C 7.542 -17.018 25.001 -0.15 -0.04 -0.10
C 8.088 -17.898 24.071 -0.67 0.62 0.82
C 7.203 -18.581 23.262 -0.36 -0.05 -0.53
N 8.498 -16.232 25.900 -0.96 -0.66 -2.08
O 9.638 -16.201 25.521 0.99 -0.20 -0.07
O 8.063 -15.639 26.836 -0.83 0.45 1.25
H 5.160 -18.867 22.556 0.20 -0.23 0.04
H 4.177 -17.305 24.169 0.76 0.25 0.32
H 5.789 -16.013 25.669 -0.01 0.06 0.46
H 9.156 -17.968 24.003 0.26 -0.32 -0.11
H 7.624 -19.258 22.553 0.13 -0.47 -0.47
C 4.442 -21.072 12.951 0.99 1.67 1.24
C 4.073 -21.633 11.763 0.84 -1.53 -0.95
C 3.053 -21.085 10.972 0.31 -0.56 -0.23
C 2.507 -19.917 11.410 -1.38 0.75 -0.49
C 2.816 -19.337 12.642 -0.62 1.37 0.03
C 3.779 -19.912 13.440 0.20 -1.14 -1.06
N 1.442 -19.194 10.495 2.42 0.08 3.23
O 0.792 -19.878 9.761 -0.43 0.38 -0.69
O 1.405 -17.992 10.735 -0.85 -0.92 -1.22
H 5.418 -21.321 13.426 -1.07 -0.43 -0.19
H 4.691 -22.507 11.419 -0.92 0.89 0.13
H 2.755 -21.535 10.022 0.10 0.20 0.37
H 2.347 -18.376 12.957 0.30 -1.03 -0.43
H 4.052 -19.460 14.372 0.10 0.13 0.31
C -2.532 -16.850 18.386 -0.92 -0.87 -0.81
C -2.694 -16.932 16.968 -1.77 0.68 1.70
C -1.647 -17.274 16.194 1.58 -0.02 -0.50
C -0.438 -17.651 16.803 0.14 -0.41 -1.21
C -0.275 -17.720 18.175 -1.09 0.14 -0.87
C -1.375 -17.297 18.973 1.74 0.07 -0.78
N 0.702 -18.101 15.847 -1.34 0.80 -0.53
O 1.650 -18.628 16.336 1.45 -0.95 1.70
O 0.641 -17.915 14.645 -1.17 0.52 0.56
H -3.384 -16.607 19.022 0.22 0.21 -0.24
H -3.680 -16.739 16.483 0.96 0.09 0.62
H -1.744 -17.161 15.130 0.26 -0.45 -0.33
H 0.639 -18.113 18.572 0.32 0.03 0.34
H -1.169 -17.238 20.025 -0.42 -0.04 0.41
C 3.661 -22.161 26.145 0.08 -0.16 -0.87
C 4.724 -21.322 25.895 1.84 0.50 -0.43
C 5.572 -21.511 24.784 -0.70 0.31 0.68
C 5.265 -22.497 23.869 1.62 0.32 -0.71
C 4.152 -23.237 24.010 -2.75 -0.65 0.97
C 3.296 -23.054 25.148 0.54 -0.71 -0.85
N 6.198 -22.801 22.668 -0.32 2.31 1.78
O 6.084 -23.830 22.097 -0.46 -1.50 -0.68
O 7.012 -21.933 22.387 -0.29 -0.10 0.36
H 3.168 -22.117 27.089 -0.62 0.14 0.33
H 5.016 -20.510 26.570 -0.26 -0.47 -0.05
H 6.427 -20.882 24.674 0.42 0.24 -0.20
H 3.862 -23.915 23.226 0.03 -0.33 -0.05
H 2.371 -23.644 25.254 0.69 0.18 -0.15
C 5.502 -22.442 16.557 0.44 -0.14 0.32
C 6.228 -22.441 17.752 -1.36 0.88 -0.18
C 5.649 -21.938 18.925 0.22 -0.09 -1.12
C 4.378 -21.374 18.805 0.34 0.05 0.81
C 3.725 -21.261 17.606 -1.27 0.53 -0.02
C 4.254 -21.838 16.482 1.08 -0.42 0.03
N 3.727 -20.770 19.998 -0.10 0.50 -1.26
O 4.216 -20.985 21.070 0.72 -0.58 1.47
O 2.761 -20.039 19.854 0.02 -0.23 -0.43
H 6.006 -22.927 15.720 -0.42 0.30 -0.16
H 7.252 -22.691 17.640 0.86 -0.62 0.59
H 6.240 -21.924 19.815 -0.10 0.08 0.62
H 2.786 -20.702 17.560 0.29 -0.29 0.03
H 3.760 -21.783 15.548 -0.55 0.03 -0.69
C 1.619 -18.961 25.233 -1.87 0.75 1.59
C 2.192 -19.492 24.145 0.24 -0.83 -1.91
C 2.120 -18.836 22.921 0.68 0.52 -0.08
C 1.420 -17.645 22.847 0.31 -0.71 -1.37
C 0.731 -17.159 23.932 -0.20 1.05 0.32
C 0.836 -17.775 25.147 0.64 -1.21 1.17
N 1.362 -16.902 21.520 -0.09 1.06 1.32
O 0.634 -15.910 21.471 0.28 -0.97 0.04
O 2.105 -17.240 20.632 0.02 -0.40 -0.12
H 1.631 -19.565 26.129 0.04 0.30 0.39
H 2.585 -20.503 24.123 0.43 0.22 0.32
H 2.741 -19.243 22.141 -0.46 0.11 -0.63
H 0.190 -16.239 23.881 -0.34 0.34 -0.34
H 0.323 -17.392 26.049 0.38 -0.20 -0.79
C 3.912 -25.309 13.001 0.76 -0.67 -0.09
Cl 5.656 -24.856 13.188 -0.40 -0.28 -0.36
Cl 3.444 -25.938 11.406 0.39 0.20 0.21
H 3.710 -26.087 13.735 -0.09 0.36 -0.13
H 3.407 -24.392 13.162 -0.72 0.47 0.25
C 4.757 -17.506 18.267 0.12 -0.76 0.31
Cl 6.078 -18.214 19.308 -0.69 0.35 -0.50
Cl 5.024 -17.869 16.547 0.15 0.37 0.32
H 3.819 -18.004 18.509 0.19 0.06 0.29
H 4.708 -16.441 18.488 0.22 -0.17 -0.34
C 0.581 -22.274 14.496 -0.49 0.15 -0.68
Cl 0.374 -23.997 14.213 -0.02 -0.24 -0.31
Cl -0.441 -21.245 13.402 0.65 -0.45 0.33
H 0.186 -22.116 15.473 0.17 0.38 0.48
H 1.637 -22.046 14.368 -0.24 0.27 -0.04
```
Positions in Å, forces in eV/Å.

The HOMO-LUMO gap is 8.32 eV. As for the energy above the lowest of the compared OMol25 structures with the same formula, charge and spin: 0.000 eV. For the largest force on an atom, the calculation gives 0.079 Eh/bohr. As for the multiplicity: 1.

Atom charges from the Mulliken analysis, given in e for atoms 1 to 2: -0.5647, -0.8697